3 unconnected molecules or ions with the total composition C2H12N2O2. Source: the OMol25 dataset; level of theory: ωB97M-V/def2-TZVPD.

Summary:
relative energy (zero: lowest compared OMol25 entry of this formula, charge and spin)	1.141	eV
SMILES	NCCN.O.O
Kohn-Sham gap	10.5668	eV
calculated total energy	-9343.0617	eV

Geometry as ORCA input:
```
! RIJCOSX wB97M-V def2-TZVPD def2/J DEFGRID3
* xyz 0 1
N 2.198 0.100 -0.393
C 0.736 0.015 -0.337
C 0.061 -0.775 -1.458
N -1.394 -0.372 -1.445
H 2.422 0.016 -1.380
H 2.681 -0.674 0.049
H 0.377 1.051 -0.372
H 0.292 -0.329 0.602
H 0.432 -0.460 -2.437
H 0.085 -1.842 -1.250
H -1.404 0.630 -1.267
H -1.744 -0.522 -2.380
H -1.005 -1.684 2.112
H 0.417 -1.290 2.148
O -0.343 -1.299 2.709
H -2.024 2.709 1.719
H -0.650 2.118 1.347
O -1.138 2.607 2.033
*
```